No. 1
A structure of composition C38H55N7O2STa, computed with ωB97M-V/def2-TZVPD.

Geometry as XYZ:
```
104
Properties=species:S:1:pos:R:3:mulliken_charge:R:1
Ta 0.7351 0.4614 0.1973 3.113
N 0.8326 -0.9568 2.3240 -0.507
C 0.4711 -0.5673 3.7128 -0.866
C 0.2555 0.9391 3.7831 -0.971
N 0.9084 1.5615 2.6152 0.269
C 0.6675 3.0181 2.6225 -0.724
C -0.6692 3.2337 1.9669 -0.352
N -0.4561 2.7699 0.5856 -0.590
H 0.4357 -1.8653 2.1011 0.278
H 1.8365 -1.0641 2.2573 -0.129
H 1.2682 -0.8768 4.3902 0.456
H -0.4314 -1.0817 4.0404 0.221
H 0.6495 1.3364 4.7219 0.598
H -0.7922 1.2013 3.7616 0.673
H 1.9020 1.4182 2.7390 -0.271
H 1.4474 3.5044 2.0323 0.177
H 0.7042 3.4412 3.6293 0.583
H -0.9684 4.2816 2.0364 0.601
H -1.4583 2.6437 2.4253 -0.041
H 0.1591 3.4454 0.1336 0.316
H -1.3297 2.7683 0.0622 0.281
C 3.2572 3.1002 -2.7719 -2.265
C 2.8073 2.3622 -1.5555 0.218
N 1.6260 1.8378 -1.4539 1.301
N 0.8077 2.0829 -2.5444 -1.106
C -0.3267 1.5202 -2.3767 0.284
O -0.5113 0.8464 -1.2294 0.891
C -1.3843 1.5183 -3.3776 -0.131
C -1.3007 2.3726 -4.4789 -0.899
C -2.2816 2.3269 -5.4506 -0.796
C -3.3428 1.4356 -5.3308 -0.531
C -3.4280 0.5856 -4.2355 -1.250
C -2.4491 0.6253 -3.2575 0.410
C 3.7040 2.2886 -0.3917 0.848
C 5.0057 2.7453 -0.5294 -1.023
C 5.8393 2.8016 0.5764 -0.867
C 5.3167 2.4062 1.7855 -1.115
C 4.0172 1.9255 1.8214 -0.357
N 3.1893 1.8430 0.7718 0.622
H 2.4382 3.2385 -3.4642 0.318
H 4.0406 2.5268 -3.2764 0.463
H 3.6760 4.0691 -2.5002 0.532
H -0.4783 3.0704 -4.5612 0.479
H -2.2215 2.9841 -6.3070 0.463
H -4.1060 1.4049 -6.0968 0.446
H -4.2540 -0.1073 -4.1505 0.509
H -2.4898 -0.0468 -2.4141 0.244
H 5.3586 3.0826 -1.4913 0.599
H 6.8592 3.1516 0.4889 0.511
H 5.8967 2.4532 2.6968 0.467
H 3.6588 1.5788 2.7781 0.592
C 5.0439 -2.1214 -0.1960 -1.272
S 4.3073 -1.2141 1.1400 0.300
C 4.1441 -2.5527 2.2996 -1.104
O 2.8634 -0.8967 0.7033 -0.695
H 4.4135 -2.9728 -0.4507 0.422
H 6.0269 -2.4574 0.1372 0.556
H 5.1615 -1.4455 -1.0398 0.361
H 5.1444 -2.9316 2.5120 0.499
H 3.5190 -3.3321 1.8638 0.358
H 3.7149 -2.1679 3.2241 0.359
C 2.6190 -1.4371 -2.8015 -1.228
C 1.2681 -1.8815 -2.3339 0.296
C 0.4451 -2.6252 -3.0963 -1.306
C -0.8032 -3.1849 -2.5942 0.507
C -1.5765 -4.1158 -3.4771 -1.680
C -1.2844 -2.8333 -1.3689 -0.780
C -0.5356 -1.8773 -0.6272 0.602
C 0.8412 -1.5992 -0.9605 0.600
N -0.9102 -1.0572 0.3005 0.159
C -2.2632 -1.0434 0.9217 0.707
C -2.4740 -2.3077 1.7662 -0.891
C -3.8331 -2.2353 2.4739 0.081
C -3.8592 -1.0114 3.3950 -1.110
C -3.6648 0.2576 2.5576 0.333
C -4.7961 0.3792 1.5350 -1.395
C -4.7513 -0.8400 0.6098 -0.002
C -4.9424 -2.1227 1.4241 -1.153
C -3.3936 -0.8767 -0.1097 -1.963
C -2.3286 0.1658 1.8138 -0.917
H 2.8633 -1.8590 -3.7739 0.552
H 3.3835 -1.7443 -2.0923 -0.144
H 2.6620 -0.3466 -2.8830 0.162
H 0.7530 -2.8994 -4.0982 0.485
H -0.9897 -4.4492 -4.3295 0.416
H -2.4670 -3.6125 -3.8602 0.330
H -1.9145 -4.9880 -2.9180 0.408
H -2.2375 -3.2098 -1.0260 0.678
H 1.5480 -1.9442 -0.2095 0.952
H -1.6704 -2.3874 2.5095 0.487
H -2.4244 -3.2006 1.1381 0.507
H -3.9728 -3.1429 3.0625 0.297
H -3.0789 -1.0955 4.1603 0.441
H -4.8157 -0.9587 3.9174 0.548
H -3.6616 1.1353 3.2136 0.481
H -4.6945 1.3009 0.9531 0.457
H -5.7563 0.4273 2.0514 0.586
H -5.5380 -0.7613 -0.1418 0.414
H -4.9248 -2.9947 0.7649 0.546
H -5.9175 -2.1105 1.9144 0.563
H -3.2377 0.0693 -0.6340 0.515
H -3.3865 -1.6778 -0.8497 0.707
H -1.5210 0.0928 2.5118 -1.184
H -2.1895 1.0529 1.1859 0.183
```

The HOMO energy comes out at -15.651 eV. The calculation puts the largest force on an atom at 1.47 eV Å⁻¹. The relative energy (zero: lowest compared OMol25 entry of this formula, charge and spin) comes out at 382.02 kJ/mol. Its net charge is +3. The energy is -67188.5731 eV. As for the spin multiplicity: 1.

=====

No. 2
A structure of composition C38H56BIrN8O4S2, computed with ωB97M-V/def2-TZVPD.

Geometry as XYZ:
```
110
Properties=species:S:1:pos:R:3:mulliken_charge:R:1
Ir -0.7287 -0.9073 -1.0381 2.124
C -3.4985 -1.7607 2.4846 -1.422
C -2.3330 -2.4264 1.7304 0.540
C -2.1791 -3.8819 2.1801 -1.691
C -1.0693 -1.6464 1.9635 0.269
C -0.4333 -1.4239 3.1799 -0.878
C 0.6191 -0.5527 2.9346 0.014
C 1.4636 0.0024 4.0601 0.140
C 0.6961 1.1288 4.7718 -1.365
C 2.8912 0.4475 3.7403 -1.276
N 0.6059 -0.2740 1.6197 0.972
N -0.4132 -0.9408 1.0276 -0.231
B 1.4901 0.5611 0.7084 1.066
N 2.1588 -0.4018 -0.2881 0.769
N 1.4063 -1.0484 -1.2135 -0.222
C 2.2152 -1.7762 -1.9859 -0.254
C 3.5263 -1.5967 -1.5372 -0.349
C 3.4496 -0.7199 -0.4645 -0.158
C 4.5895 -0.1916 0.3576 1.032
C 5.2505 -1.3367 1.1339 -1.686
C 5.6118 0.5131 -0.5376 -1.604
C 1.7472 -2.6175 -3.1365 1.220
C 2.3325 -2.0900 -4.4518 -1.473
C 2.1456 -4.0821 -2.9359 -1.553
N 0.6712 1.5508 -0.1213 0.927
N -0.1078 1.0850 -1.1283 0.135
C -0.3918 2.0950 -1.9555 -0.422
C 0.1927 3.2533 -1.4323 -1.375
C 0.8724 2.8719 -0.2898 0.102
C 1.7396 3.7067 0.6097 1.012
C 2.0079 5.0808 0.0041 -2.040
C 1.1065 3.8477 1.9946 -0.775
C -1.1019 1.9809 -3.2918 0.385
C -2.6205 2.1446 -3.1449 -1.198
C -0.7794 0.6668 -4.0131 -1.557
H -4.4556 -2.1626 2.1453 0.390
H -3.5113 -0.6749 2.3536 0.257
H -3.4098 -1.9568 3.5565 0.416
H -2.5408 -2.4254 0.6588 0.123
H -1.9501 -3.9267 3.2496 0.363
H -1.3759 -4.3728 1.6323 0.356
H -3.1066 -4.4328 2.0052 0.459
H -0.7010 -1.8431 4.1402 0.589
H 1.5383 -0.8260 4.7644 0.585
H 0.5881 1.9977 4.1220 0.168
H 1.2406 1.4403 5.6673 0.489
H -0.3015 0.8016 5.0710 0.353
H 2.9077 1.4237 3.2511 0.067
H 3.4052 -0.2781 3.1030 0.030
H 3.4478 0.5368 4.6753 0.535
H 2.2977 1.1619 1.3344 -1.000
H 4.4204 -2.0440 -1.9485 0.612
H 4.2027 0.5365 1.0703 -0.345
H 5.7209 -2.0445 0.4440 0.379
H 4.5195 -1.8851 1.7345 0.360
H 6.0210 -0.9422 1.8021 0.425
H 6.0506 -0.1886 -1.2533 0.310
H 6.4189 0.9281 0.0705 0.466
H 5.1471 1.3272 -1.0992 0.355
H 0.6598 -2.5398 -3.1843 -0.364
H 3.4257 -2.0977 -4.4199 0.307
H 2.0043 -1.0650 -4.6464 0.311
H 2.0086 -2.7182 -5.2853 0.442
H 3.2350 -4.1718 -2.8742 0.316
H 1.7988 -4.6884 -3.7765 0.435
H 1.7186 -4.4824 -2.0181 0.354
H 0.1448 4.2468 -1.8537 0.616
H 2.6957 3.1827 0.7181 -0.061
H 1.0837 5.6669 -0.0353 0.376
H 2.4265 5.0041 -1.0047 0.429
H 2.7187 5.6226 0.6307 0.470
H 0.2067 4.4663 1.9597 0.472
H 1.8092 4.3181 2.6893 0.461
H 0.8319 2.8652 2.3826 -0.569
H -0.7258 2.8039 -3.8947 0.627
H -3.0491 1.2311 -2.7176 -0.053
H -3.0827 2.3166 -4.1207 0.548
H -2.8584 2.9832 -2.4896 0.376
H -1.1202 -0.1866 -3.4248 0.034
H 0.2984 0.5556 -4.1689 0.264
H -1.2835 0.6175 -4.9808 0.444
O -2.4671 -1.9486 -2.0666 -0.746
N -2.5184 -3.2584 -2.2838 0.205
C -3.4872 -3.7289 -3.1088 -0.207
C -3.6305 -5.0647 -3.3422 -0.838
C -2.7564 -5.9537 -2.7084 -0.306
C -1.7634 -5.4572 -1.8982 -1.085
C -1.6257 -4.0737 -1.6815 0.899
S -0.3860 -3.4039 -0.7114 -0.551
H -4.1117 -2.9651 -3.5432 0.436
H -4.4043 -5.4124 -4.0152 0.432
H -2.8591 -7.0223 -2.8541 0.424
H -1.0466 -6.1084 -1.4134 0.481
N -2.8175 0.2026 -0.2467 -0.198
C -2.9368 1.4585 0.4690 -0.221
C -2.2139 1.7061 1.6359 0.799
C -2.3555 2.9203 2.2911 -1.158
C -3.2148 3.8996 1.7729 -0.324
C -3.9428 3.6494 0.6237 -0.814
C -3.8017 2.4236 -0.0206 -0.555
S -3.3751 5.4230 2.7358 1.337
O -4.2940 6.2624 1.9896 -0.734
O -2.0070 5.9319 2.7989 -0.677
O -3.8789 4.9494 4.0151 -0.697
H -3.5183 0.1037 -0.9685 0.296
H -2.8709 -0.5867 0.3808 -0.122
H -1.5449 0.9548 2.0358 0.120
H -1.8182 3.1352 3.2084 0.482
H -4.6200 4.4108 0.2513 0.582
H -4.3868 2.2103 -0.9156 0.581
```

The HOMO energy (spin up / spin down) comes out at -7.235 / -7.235 eV. The calculation puts the largest force on an atom at 5.08 eV Å⁻¹. The relative energy (zero: lowest compared OMol25 entry of this formula, charge and spin) comes out at 137.52 kJ/mol. Its net charge is 0. The energy is -85613.0191 eV. As for the spin multiplicity: 1.